Entry 1:
{"formula": "C5H10N2O2", "method": "wB97M-V/def2-TZVPD", "symbols": ["O", "O", "N", "N", "C", "C", "C", "C", "C", "H", "H", "H", "H", "H", "H", "H", "H", "H", "H"], "xyz": [[-2.928, -0.845, -1.137], [-2.889, 1.087, -2.290], [-0.186, 1.782, -1.420], [-0.344, -0.224, -0.118], [0.929, 0.481, 1.987], [-0.665, 0.675, -1.031], [1.921, -1.274, 0.456], [1.163, 0.031, 0.563], [-2.325, 0.261, -1.607], [0.343, -0.256, 2.547], [1.373, -2.091, 0.935], [-3.831, -0.826, -1.518], [2.091, -1.543, -0.591], [-0.822, 2.238, -2.086], [-0.716, -1.165, -0.160], [1.883, 0.612, 2.515], [2.904, -1.191, 0.935], [0.401, 1.438, 2.011], [1.696, 0.810, 0.011]], "nbo_charge": [-0.70, -0.61, -0.74, -0.64, -0.62, 0.42, -0.63, -0.02, 0.71, 0.21, 0.20, 0.50, 0.22, 0.38, 0.42, 0.21, 0.22, 0.23, 0.23], "orbital_gap_ev": 9.87, "multiplicity": 1, "smiles": "[H]/N=C(/NC(C)C)C(=O)O", "fmax_ev_per_a": 4.87, "homo_ev": -9.27}

=====

Entry 2:
{"formula": "C2H6NO", "method": "wB97M-V/def2-TZVPD", "symbols": ["O", "N", "C", "C", "H", "H", "H", "H", "H", "H"], "xyz": [[2.365, -0.527, -0.043], [-0.621, -0.855, 0.041], [1.867, 0.492, 0.111], [-0.464, 0.594, -0.079], [2.109, 1.570, 0.343], [-0.743, 1.260, 0.785], [-0.859, -1.027, 0.989], [-1.499, -1.242, -0.547], [-0.481, 0.791, -1.087], [0.289, -1.207, -0.418]], "nbo_charge": [-0.42, -0.72, 0.50, -0.41, 0.22, 0.25, 0.45, 0.45, 0.21, 0.47], "orbital_gap_ev": 9.57, "multiplicity": 1, "charge": 1, "fmax_ev_per_a": 4.42, "homo_ev": -13.64}

=====

Entry 3:
{"formula": "C30H78ClN6O11", "method": "wB97M-V/def2-TZVPD", "symbols": ["Cl", "O", "O", "O", "O", "O", "O", "O", "O", "O", "O", "O", "N", "N", "N", "N", "N", "N", "C", "C", "C", "C", "C", "C", "C", "C", "C", "C", "C", "C", "C", "C", "C", "C", "C", "C", "C", "C", "C", "C", "C", "C", "C", "C", "C", "C", "C", "C", "H", "H", "H", "H", "H", "H", "H", "H", "H", "H", "H", "H", "H", "H", "H", "H", "H", "H", "H", "H", "H", "H", "H", "H", "H", "H", "H", "H", "H", "H", "H", "H", "H", "H", "H", "H", "H", "H", "H", "H", "H", "H", "H", "H", "H", "H", "H", "H", "H", "H", "H", "H", "H", "H", "H", "H", "H", "H", "H", "H", "H", "H", "H", "H", "H", "H", "H", "H", "H", "H", "H", "H", "H", "H", "H", "H", "H", "H"], "xyz": [[0.813, 0.310, -0.505], [2.141, 0.466, -0.003], [-2.285, 2.025, 3.490], [0.254, 1.604, -0.653], [-3.157, 2.219, -1.278], [0.040, -0.475, 0.377], [-0.386, -5.241, 0.887], [0.913, -0.422, -1.743], [3.178, -3.096, -1.952], [4.926, 1.095, -3.484], [-0.087, 0.440, 4.381], [5.114, -3.785, 1.549], [4.318, -0.233, 2.109], [-3.669, 2.100, -2.552], [0.880, 2.499, 5.768], [3.768, 2.443, -5.826], [-2.580, -2.396, 1.407], [-3.142, 0.231, 5.211], [-4.446, 0.502, -4.384], [-2.373, -0.064, -3.027], [-4.757, -0.040, -2.072], [3.524, 1.348, -3.504], [1.448, 2.325, 4.457], [2.884, -2.176, 2.457], [4.358, -1.613, 2.395], [-3.727, 4.508, -2.968], [-3.187, 3.101, -3.481], [-2.063, -3.522, 0.767], [-3.841, 1.372, -5.410], [5.811, -4.496, 0.553], [-5.047, 1.692, 4.803], [1.868, 3.035, -4.322], [2.609, -4.038, -1.062], [-0.684, -3.915, 1.298], [-3.740, 2.857, -4.938], [-0.258, -0.929, 3.921], [-2.226, -3.281, -0.738], [3.308, 2.646, -4.448], [-3.222, 1.102, 3.023], [0.737, -5.789, 1.518], [-4.119, 0.616, 4.202], [5.013, 0.012, -2.483], [-1.597, 2.804, 2.507], [1.264, 0.872, 4.004], [5.065, -2.413, 1.180], [-1.638, 3.159, -3.638], [2.863, 2.861, 4.429], [-3.777, 0.645, -2.991], [-4.812, 4.601, -3.015], [-1.274, -1.316, 3.994], [-2.150, -0.545, -2.075], [0.142, -1.201, 2.945], [-2.235, 3.299, 1.774], [-1.163, 3.216, -2.658], [4.479, -2.357, 0.263], [-1.207, 2.385, -4.273], [2.294, -1.617, 3.184], [2.919, -3.246, 2.665], [-4.676, 3.401, -5.063], [4.520, 0.318, -1.560], [-1.510, -2.524, -1.059], [0.810, 2.978, 3.862], [1.201, 3.440, 5.943], [-1.890, -4.165, -1.279], [-0.762, -3.817, 2.381], [-3.749, 0.072, 6.002], [-3.001, -0.730, 4.936], [1.669, -5.262, 1.316], [6.071, -2.067, 0.944], [-4.555, -0.567, -4.564], [3.339, 2.637, 3.475], [1.876, 0.293, 4.694], [-4.653, -1.105, -2.280], [-4.586, 2.669, 4.946], [-2.160, -0.739, -3.856], [-2.230, 2.020, -1.429], [-3.853, 1.511, 2.234], [1.410, 1.965, 6.442], [-2.827, 1.025, -5.608], [3.332, -4.644, -0.516], [-1.011, 3.559, 3.030], [3.206, 1.721, -2.530], [5.167, 0.061, 1.646], [0.945, -6.824, 1.249], [1.620, 3.990, -4.784], [1.417, 0.656, 2.946], [-3.220, -2.954, -1.044], [-5.782, 0.328, -2.052], [5.460, -5.526, 0.612], [-2.594, 0.335, 2.569], [-3.035, 3.272, -5.658], [1.210, 2.225, -4.637], [-5.456, 0.873, -4.213], [2.447, -2.624, -2.356], [6.886, -4.518, 0.734], [-5.986, 1.878, 4.281], [0.210, -1.577, 4.663], [0.530, -5.759, 2.588], [6.069, -0.194, -2.304], [-4.380, 1.302, -6.355], [3.406, 2.413, 5.262], [-2.663, -4.343, 1.161], [1.918, -4.726, -1.550], [0.076, -3.260, 0.873], [-4.433, -0.012, -1.031], [-3.414, 4.679, -1.938], [-1.309, 4.041, -4.188], [3.533, -0.081, 1.492], [-1.653, 0.753, -3.071], [-5.445, 1.442, 5.786], [3.022, 0.483, -3.936], [5.664, -4.154, -0.472], [-3.401, 5.342, -3.590], [-1.972, -1.601, 1.269], [1.537, 3.277, -3.312], [3.829, 3.498, -4.013], [3.309, 1.611, -6.169], [4.760, 2.255, -5.862], [2.104, -3.457, -0.291], [2.317, -2.092, 1.530], [4.547, -0.923, -2.792], [-3.477, -2.278, 0.957], [2.970, 3.945, 4.462], [-4.730, -0.187, 3.792], [4.929, -1.837, 3.296], [-0.985, 2.092, 1.953]], "mulliken_charge": [1.33, -0.71, -0.33, -0.62, -0.14, -0.38, -0.42, -0.65, -0.49, -0.47, -0.41, -0.35, -0.47, 0.07, -0.63, -0.74, -0.42, -0.49, -1.43, -0.97, -1.70, -0.31, 0.72, -0.85, 0.14, -1.82, 1.81, 0.20, -0.67, -0.97, -1.49, -1.45, -0.45, 0.03, -1.17, -0.33, -1.23, 0.23, 0.28, -0.51, 0.10, -0.57, -0.66, 0.10, -0.17, -2.22, -1.50, 2.02, 0.46, 0.10, -0.13, -0.10, 0.34, 0.53, -0.03, 0.44, 0.10, 0.61, 0.43, 0.16, 0.07, -0.30, 0.30, 0.44, 0.49, 0.30, 0.12, 0.02, 0.46, 0.48, 0.28, 0.24, 0.43, 0.32, 0.37, 0.42, 0.56, 0.28, 0.31, 0.15, 0.34, 0.22, 0.29, 0.26, 0.39, -0.10, 0.41, 0.40, 0.30, -0.40, 0.34, 0.24, 0.46, 0.30, 0.33, 0.36, 0.50, 0.38, 0.40, 0.47, 0.36, 0.35, 0.42, -0.31, 0.33, 0.37, 0.62, 0.07, 0.02, 0.41, 0.27, 0.39, 0.40, -0.02, 0.42, 0.33, 0.26, 0.33, 0.01, -0.08, 0.25, 0.25, 0.46, 0.34, 0.29, 0.08], "orbital_gap_ev": [7.93, 3.31], "multiplicity": 2, "fmax_ev_per_a": 4.01, "s2": 0.75, "homo_ev": [-8.18, -8.18]}

=====

Entry 4:
{"formula": "C5H15NO2", "method": "wB97M-V/def2-TZVPD", "symbols": ["O", "O", "N", "C", "C", "C", "C", "C", "H", "H", "H", "H", "H", "H", "H", "H", "H", "H", "H", "H", "H", "H", "H"], "xyz": [[-0.662, 0.544, -2.328], [0.061, 3.804, -1.102], [0.742, 0.301, 2.242], [0.540, -2.389, -1.961], [-0.969, -1.293, 1.769], [-0.022, -1.744, -0.793], [-0.184, -0.146, 1.180], [0.382, -0.671, -0.063], [-0.006, -3.324, -2.291], [-1.257, -1.067, 2.872], [1.652, 2.254, 0.150], [0.179, 1.049, 2.919], [-0.900, -2.222, -0.452], [1.412, -0.205, -0.281], [1.428, 0.953, 1.789], [-1.865, -1.478, 1.231], [1.139, -1.714, -2.748], [0.454, 4.456, -0.497], [-0.108, 0.408, -1.527], [-0.363, -2.179, 1.768], [0.588, 2.906, -0.771], [-0.852, 0.720, 0.877], [-1.389, 1.036, -1.983]], "nbo_charge": [-0.92, -1.00, -0.81, -0.16, -0.60, -0.31, -0.16, -0.03, 0.22, 0.23, -0.47, 0.37, 0.22, 0.27, 0.40, 0.20, 0.24, 0.46, 0.46, 0.21, 0.46, 0.25, 0.47], "orbital_gap_ev": 3.87, "multiplicity": 1, "fmax_ev_per_a": 5.30, "homo_ev": -7.22}

=====

Entry 5:
{"formula": "C39H48N5O3PdSSi2", "method": "wB97M-V/def2-TZVPD", "symbols": ["Pd", "S", "Si", "Si", "O", "O", "O", "N", "N", "N", "N", "N", "C", "C", "C", "C", "C", "C", "C", "C", "C", "C", "C", "C", "C", "C", "C", "C", "C", "C", "C", "C", "C", "C", "C", "C", "C", "C", "C", "C", "C", "C", "C", "C", "C", "C", "C", "C", "C", "C", "C", "H", "H", "H", "H", "H", "H", "H", "H", "H", "H", "H", "H", "H", "H", "H", "H", "H", "H", "H", "H", "H", "H", "H", "H", "H", "H", "H", "H", "H", "H", "H", "H", "H", "H", "H", "H", "H", "H", "H", "H", "H", "H", "H", "H", "H", "H", "H", "H"], "xyz": [[0.339, -0.422, 1.496], [2.803, -0.607, 1.448], [1.872, 2.890, 2.363], [-1.601, -1.192, 2.709], [1.442, -4.207, -2.332], [0.271, 1.757, -2.350], [-0.970, 0.712, -5.279], [-1.547, 1.192, 0.810], [-1.097, -0.582, -2.975], [-0.519, -0.126, -0.756], [1.481, -0.338, 3.668], [0.229, -2.040, -1.740], [1.299, -0.337, 4.981], [1.293, -3.995, -0.984], [-1.000, 1.482, -6.461], [-0.834, 2.180, 1.519], [2.325, -5.229, -2.748], [2.705, 3.125, 0.649], [1.692, -4.887, -0.009], [1.026, -3.319, 1.679], [-2.969, 3.115, 0.717], [-2.730, 1.319, -0.959], [-1.147, -1.342, -4.154], [-1.382, -3.413, -5.357], [2.229, -0.859, 5.860], [-1.146, -1.354, -6.569], [3.234, 2.284, 3.556], [0.690, -2.755, -0.633], [-1.184, 1.124, -0.626], [-1.083, -0.648, -5.379], [1.538, -4.554, 1.327], [1.066, 2.578, -3.169], [1.269, 4.530, 3.156], [-1.279, -2.734, -6.555], [-0.332, 2.239, -1.219], [3.587, -1.428, 3.969], [-3.057, 2.627, -1.597], [2.616, -0.832, 3.160], [-0.734, 4.205, 0.265], [-0.458, -0.879, -1.805], [-2.714, -2.040, 1.368], [-3.191, 3.593, -0.695], [-1.267, -2.493, 4.109], [3.384, -1.435, 5.335], [0.595, -2.412, 0.714], [-0.215, 3.564, -0.834], [-2.471, 0.246, 3.674], [-2.917, 1.586, 0.539], [-1.557, 3.505, 1.287], [-1.337, -2.717, -4.160], [0.343, 1.829, 2.015], [3.788, 3.128, 0.740], [-0.141, 1.265, -7.102], [0.387, 0.132, 5.326], [-2.120, -2.492, 4.782], [-0.382, -2.270, 4.699], [-2.491, -1.696, 0.363], [0.968, -3.078, 2.732], [-1.505, -4.484, -5.342], [-3.678, 1.035, 1.088], [-2.180, 0.222, 4.720], [1.363, 1.939, -4.000], [4.115, -1.877, 5.994], [2.429, 2.318, -0.028], [1.837, -5.258, 2.088], [0.704, 4.347, 4.063], [-3.158, 2.736, -2.663], [-2.242, 1.234, 3.291], [0.505, 3.434, -3.552], [2.462, -5.083, -3.819], [-1.158, -3.497, 3.717], [2.062, -0.815, 6.925], [-1.927, 1.324, -7.021], [3.942, 3.092, 3.717], [-0.517, 5.251, 0.401], [2.848, 1.998, 4.530], [2.413, 4.065, 0.192], [-1.331, -3.273, -7.487], [1.954, 2.936, -2.644], [-3.207, 0.441, -1.384], [-0.950, 2.520, -6.131], [4.466, -1.856, 3.515], [2.099, -5.848, -0.281], [-3.751, 3.464, 1.394], [0.661, 5.121, 2.483], [-2.555, -3.114, 1.395], [-3.765, -1.855, 1.564], [1.909, -6.227, -2.573], [-1.260, 0.403, -3.137], [2.136, 5.123, 3.425], [0.389, -2.526, -2.615], [-3.545, 0.102, 3.631], [-1.087, -0.842, -7.515], [3.795, 1.447, 3.155], [0.382, 4.181, -1.489], [-3.409, 4.625, -0.905], [-1.487, -3.247, -3.231], [-1.654, 4.098, 2.197], [3.293, -5.148, -2.243]], "mulliken_charge": [-0.80, -0.34, 0.11, 1.70, -0.45, 0.02, -0.28, 1.17, 0.52, 0.41, 1.21, 0.07, -0.88, 1.19, -1.07, -1.65, -1.01, -1.03, -0.39, -0.08, -0.42, 0.76, 0.57, -1.11, -0.77, -0.51, -1.07, -0.14, 1.28, 0.32, -1.53, -1.17, -1.24, -0.83, -1.35, -1.00, -1.15, 0.27, -2.39, -0.80, -1.23, -0.83, -1.41, -0.56, -0.38, 0.35, -1.19, -0.84, 0.49, -0.13, 0.56, 0.67, 0.38, 0.39, 0.51, 0.31, 0.03, 0.69, 0.43, 0.60, 0.42, 0.23, 0.46, 0.03, 0.49, 0.35, 0.45, 0.06, 0.42, 0.28, 0.37, 0.50, 0.42, 0.51, 0.38, 0.29, 0.34, 0.41, 0.35, 0.59, 0.27, 0.55, 0.46, 0.49, 0.33, 0.38, 0.51, 0.34, 0.08, 0.39, 0.47, 0.53, 0.45, 0.29, 0.64, 0.42, 0.60, 1.06, 0.43], "orbital_gap_ev": [6.92, 5.37], "multiplicity": 5, "charge": 1, "fmax_ev_per_a": 1.55, "s2": 6.06, "homo_ev": [-9.30, -10.25]}

=====

Entry 6:
{"formula": "C3H29NO12S", "method": "wB97M-V/def2-TZVPD", "symbols": ["S", "O", "O", "O", "O", "O", "O", "O", "O", "O", "O", "O", "O", "N", "C", "C", "C", "H", "H", "H", "H", "H", "H", "H", "H", "H", "H", "H", "H", "H", "H", "H", "H", "H", "H", "H", "H", "H", "H", "H", "H", "H", "H", "H", "H", "H"], "xyz": [[3.168, 0.178, 3.063], [-2.423, 0.885, -0.083], [-1.824, 2.637, -2.012], [2.192, -2.309, -2.520], [-2.475, 1.846, 2.454], [1.037, 2.721, -2.369], [0.365, -1.254, -0.868], [1.111, 3.132, 2.843], [-3.271, -2.518, -0.014], [3.296, 0.480, -2.343], [-1.505, -2.599, 3.542], [-0.531, 0.588, -2.443], [-2.585, -1.137, -2.889], [0.234, -0.360, 2.177], [1.161, -1.168, 1.408], [1.370, -0.697, -0.062], [2.475, -1.246, 2.206], [3.212, -1.569, 1.297], [0.855, -2.342, 1.258], [2.414, -1.475, -2.927], [1.412, 0.391, -0.274], [-2.505, 2.544, -2.677], [-3.051, -1.620, -0.331], [0.409, 3.280, -1.935], [1.356, -2.116, -1.928], [-0.390, 0.051, 1.546], [-0.542, -2.657, 3.697], [-2.889, -1.338, -1.966], [-2.799, 1.784, 1.507], [1.759, 2.782, 2.271], [-1.806, -0.618, -2.968], [2.983, -0.014, -1.543], [0.944, 2.540, 3.627], [2.425, -1.163, -0.249], [0.107, -0.375, -1.486], [0.586, 0.382, 2.697], [-1.684, -1.727, 3.669], [0.638, 1.810, -2.535], [-2.083, 1.773, -0.375], [-1.161, 1.743, -2.023], [-0.641, 0.490, -3.349], [2.594, -2.114, 2.768], [-1.727, 1.311, 2.453], [-1.992, 0.397, -0.813], [-2.936, -2.573, 0.913], [2.720, 1.244, -2.412]], "nbo_charge": [-0.72, -1.01, -1.08, -1.02, -0.97, -1.03, -0.81, -0.98, -0.96, -0.98, -0.95, -1.14, -0.98, -0.88, -0.07, -0.11, -0.53, 0.15, 0.17, 0.47, 0.17, 0.46, 0.46, 0.49, 0.50, 0.34, 0.48, 0.47, 0.49, 0.49, 0.49, 0.49, 0.48, 0.16, 0.52, 0.38, 0.47, 0.50, 0.51, 0.50, 0.46, 0.18, 0.47, 0.49, 0.49, 0.49], "orbital_gap_ev": 5.83, "multiplicity": 1, "charge": -2, "fmax_ev_per_a": 4.70, "homo_ev": -0.94}

=====

Entry 7:
{"formula": "CH12NNbO2P", "method": "wB97M-V/def2-TZVPD", "symbols": ["Nb", "P", "O", "O", "N", "C", "H", "H", "H", "H", "H", "H", "H", "H", "H", "H", "H", "H"], "xyz": [[1.803, -0.859, -0.967], [1.113, 0.691, 0.989], [-3.486, 1.440, -0.898], [1.115, -0.311, 2.383], [0.164, -2.163, -0.563], [-0.729, 1.086, 0.855], [-0.720, -1.828, -0.911], [2.836, -1.926, 0.129], [-3.179, 2.239, -1.331], [0.110, -2.284, 0.440], [-0.948, 1.790, 1.659], [-1.258, 0.161, 1.087], [1.768, 0.032, 2.967], [3.226, 0.282, -1.176], [-3.816, 1.743, -0.049], [0.710, 0.185, -1.983], [-0.974, 1.468, -0.118], [2.266, -1.746, -2.513]], "nbo_charge": [1.59, 0.40, -0.93, -1.00, -1.23, -0.93, 0.37, -0.46, 0.47, 0.37, 0.19, 0.21, 0.48, -0.41, 0.46, -0.44, 0.23, -0.38], "orbital_gap_ev": 6.09, "multiplicity": 1, "charge": -1, "fmax_ev_per_a": 3.53, "homo_ev": -3.22}

=====

Entry 8:
{"formula": "C2H4FNO", "method": "wB97M-V/def2-TZVPD", "symbols": ["F", "O", "N", "C", "C", "H", "H", "H", "H"], "xyz": [[2.736, -0.272, 0.162], [0.277, -0.511, 0.205], [-0.850, 0.118, -0.141], [1.599, 0.405, -0.091], [-1.969, -0.412, 0.141], [-2.885, 0.133, -0.234], [1.475, 1.250, 0.577], [-2.131, -1.464, 0.484], [1.750, 0.753, -1.102]], "nbo_charge": [-0.33, -0.40, -0.13, 0.36, -0.17, 0.19, 0.15, 0.17, 0.16], "orbital_gap_ev": 11.08, "multiplicity": 1, "smiles": "C=NOCF", "fmax_ev_per_a": 3.42, "homo_ev": -9.93}